This record from the OMol25 dataset describes the molecule C4H5NOS at a distorted geometry. The level of theory is wB97M-V/def2-TZVPD.

Each line ends with the natural charge from an NBO analysis.
Positions of all 12 atoms, in Å:
C -1.541 2.098 -0.198  -0.3429
C -1.556 0.790 0.081  -0.2505
C -0.386 -0.073 0.125  0.0418
C 0.945 0.551 0.373  -0.3289
S 2.340 -0.019 -0.136  0.1274
N -0.379 -1.391 -0.017  -0.0352
O -1.654 -1.790 -0.048  -0.5388
H -2.443 2.658 -0.433  0.2137
H -0.603 2.567 -0.435  0.1932
H -2.501 0.303 0.434  0.2314
H 0.815 1.408 1.063  0.2020
H -1.601 -2.784 -0.246  0.4869

## Properties
Energy relative to the best compared isomer or geometry (same formula, charge and spin) (eV): 3.573
E_LUMO (eV): -0.677
HOMO-LUMO gap (eV): 8.012
E_HOMO (eV): -8.69
Molecular weight (g/mol): 115.2
SMILES string: C=C/C(C=S)=N\O



This record from the OMol25 dataset describes a cluster of 3 separate species, C12H29IN7O6 in total at a distorted geometry. The level of theory is wB97M-V/def2-TZVPD.

Each line ends with the natural charge from an NBO analysis.
Positions of all 55 atoms, in Å:
C -1.504 3.486 -2.748  -0.6331
C -0.107 3.657 -2.169  -0.0663
O -0.056 3.253 -0.791  -0.5327
C 0.362 1.929 -0.664  -0.0846
C 0.133 1.478 0.763  -0.0784
O 0.917 0.335 1.154  -0.5040
C 0.755 -0.795 0.383  0.1856
N 2.002 -1.107 -0.297  -0.6562
C 1.837 -2.102 -1.352  -0.0720
C 1.068 -1.607 -2.605  -0.4206
C 1.981 -1.434 -3.822  -0.6028
C 1.127 -3.317 -0.723  -0.2340
N 1.162 -3.241 0.785  -0.5869
C 0.498 -2.014 1.331  0.3260
I -1.654 -2.370 1.377  0.1493
O 0.991 -1.690 2.575  -0.4347
N 1.348 -2.828 3.405  0.4027
O 0.450 -3.222 4.018  -0.1618
H -2.228 3.619 -1.954  0.2180
H -1.684 4.164 -3.566  0.2496
H -1.625 2.467 -3.107  0.1943
H 0.575 3.029 -2.742  0.1564
H 0.257 4.676 -2.242  0.1943
H -0.257 1.312 -1.325  0.1550
H 1.409 1.782 -0.952  0.1557
H -0.917 1.255 0.940  0.1797
H 0.397 2.293 1.426  0.2239
H -0.096 -0.740 -0.299  0.1770
H 2.418 -0.249 -0.637  0.4061
H 2.811 -2.423 -1.702  0.2222
H 0.236 -2.259 -2.857  0.2077
H 0.647 -0.634 -2.367  0.2115
H 2.578 -2.329 -3.961  0.2067
H 2.603 -0.556 -3.688  0.2131
H 1.363 -1.282 -4.698  0.2317
H 0.117 -3.468 -1.078  0.2438
H 1.708 -4.198 -0.969  0.2420
H 2.150 -3.289 1.052  0.4633
H 0.644 -4.057 1.121  0.4518
C 2.652 -4.190 7.659  0.7722
O 3.800 -4.235 8.049  -0.6392
N 1.581 -4.348 8.494  -0.8478
N 2.341 -3.975 6.337  -0.8678
H 0.627 -4.315 8.191  0.3851
H 1.779 -4.507 9.464  0.4147
H 3.112 -3.858 5.706  0.4032
H 1.406 -3.938 5.985  0.3773
C -4.864 5.373 -3.499  0.7770
O -4.036 4.535 -3.819  -0.6791
N -4.779 6.073 -2.327  -0.8476
N -5.937 5.677 -4.285  -0.8438
H -5.445 6.765 -2.045  0.3909
H -4.000 5.875 -1.728  0.4051
H -6.025 5.181 -5.152  0.4103
H -6.628 6.362 -4.043  0.3903

## Properties
Net charge: +1
E_LUMO (eV): -4.714
HOMO-LUMO gap (eV): 6.954
E_HOMO (eV): -11.67
Molecular weight (g/mol): 494.3



This record from the OMol25 dataset describes a cluster of 11 separate species, C25H54N6O11S3 in total at a distorted geometry. The level of theory is wB97M-V/def2-TZVPD.

Each line ends with the Mulliken spin population.
Positions of all 99 atoms, in Å:
C -6.302 -16.602 -11.360  -0.0001
C -6.899 -18.002 -11.154  -0.0011
O -6.231 -18.891 -12.010  0.0051
H -6.495 -16.185 -12.348  0.0002
H -5.265 -16.691 -11.037  0.0002
H -6.649 -15.910 -10.592  0.0001
H -7.941 -18.007 -11.474  0.0013
H -6.797 -18.292 -10.108  -0.0006
H -6.623 -18.820 -12.883  0.0015
C -5.911 -17.093 -15.500  0.0004
C -6.701 -18.359 -15.559  0.0845
O -7.561 -18.537 -14.459  -0.0366
H -5.227 -17.081 -14.651  0.0134
H -6.587 -16.247 -15.380  0.0014
H -5.245 -16.975 -16.355  -0.0094
H -5.989 -19.165 -15.738  -0.0306
H -7.346 -18.357 -16.438  -0.0209
H -8.170 -19.253 -14.655  0.0094
C -1.195 -23.808 -18.226  1.6885
C -2.076 -22.863 -17.461  0.6875
N -2.728 -22.129 -16.902  -0.6456
H -1.289 -24.881 -18.057  -0.4776
H -0.222 -23.553 -17.805  -0.2746
H -1.211 -23.668 -19.307  -0.3974
C -1.774 -24.296 -13.748  1.0097
C -2.746 -23.511 -12.934  -0.0995
N -3.536 -22.870 -12.377  -0.1441
H -0.878 -24.645 -13.236  -0.4435
H -1.488 -23.757 -14.651  0.2442
H -2.315 -25.174 -14.100  -0.3505
C -4.606 -14.094 -13.965  -0.0004
C -5.374 -13.473 -12.895  0.0004
N -6.025 -12.960 -12.025  -0.0001
H -5.186 -14.648 -14.703  0.0027
H -3.885 -14.784 -13.529  -0.0004
H -4.132 -13.321 -14.571  -0.0016
C -0.311 -23.429 -9.867  0.0326
C -0.303 -22.385 -10.867  0.0814
N -0.299 -21.522 -11.653  -0.0401
H -1.280 -23.920 -9.959  -0.0170
H -0.010 -22.992 -8.915  0.0093
H 0.398 -24.244 -10.014  -0.0411
C -3.036 -19.844 -14.054  -0.1613
C -3.112 -18.444 -13.518  0.1779
N -3.176 -17.356 -13.082  -0.0725
H -2.305 -20.312 -13.396  0.0586
H -2.755 -19.858 -15.107  -0.0449
H -3.981 -20.342 -13.836  0.0492
C -6.103 -22.458 -15.081  0.0918
C -7.145 -22.330 -14.056  0.0128
N -7.924 -22.246 -13.202  -0.0213
H -6.562 -23.113 -15.822  -0.1306
H -5.171 -22.839 -14.664  0.1703
H -5.809 -21.515 -15.541  0.0026
O 0.806 -19.811 -9.163  -0.0005
S 0.144 -18.521 -9.297  0.0056
O -0.958 -18.114 -8.431  -0.0026
O 1.255 -17.305 -9.348  -0.0026
C 0.702 -16.040 -9.048  -0.0015
C 1.990 -15.122 -9.031  -0.0010
C -0.519 -18.254 -11.092  0.0185
H 0.212 -16.114 -8.077  0.0003
H -0.067 -15.744 -9.761  0.0014
H 2.646 -15.235 -9.894  0.0000
H 2.563 -15.219 -8.109  -0.0001
H 1.597 -14.106 -9.046  0.0000
H 0.287 -18.437 -11.802  0.0004
H -0.890 -17.240 -11.240  -0.0092
H -1.385 -18.894 -11.262  -0.0033
O -5.271 -20.599 -7.993  -0.0015
S -4.211 -21.284 -8.711  0.0224
O -3.094 -21.866 -7.988  -0.0017
O -4.909 -22.603 -9.524  -0.0051
C -6.065 -22.384 -10.268  0.0008
C -7.302 -22.732 -9.486  -0.0010
C -3.631 -20.266 -10.177  -0.0232
H -6.066 -23.009 -11.161  0.0007
H -6.175 -21.322 -10.487  0.0148
H -8.220 -22.527 -10.037  -0.0011
H -7.393 -22.215 -8.531  -0.0003
H -7.203 -23.806 -9.327  0.0008
H -3.357 -19.272 -9.825  -0.0075
H -4.423 -20.213 -10.924  0.0059
H -2.824 -20.863 -10.604  0.0145
O -1.144 -12.944 -7.939  0.0000
S -2.520 -12.374 -7.944  0.0000
O -2.726 -10.950 -8.242  0.0000
O -3.358 -13.155 -9.135  -0.0005
C -3.020 -14.457 -9.513  0.0016
C -2.299 -14.395 -10.829  0.0032
C -3.594 -12.933 -6.547  0.0000
H -3.980 -14.951 -9.660  -0.0003
H -2.423 -14.958 -8.750  0.0000
H -2.170 -15.350 -11.338  -0.0015
H -1.282 -14.055 -10.631  -0.0007
H -2.765 -13.772 -11.592  0.0005
H -4.603 -12.590 -6.776  0.0000
H -3.068 -12.437 -5.732  0.0000
H -3.584 -14.023 -6.528  0.0000

## Properties
Net charge: -1
⟨S²⟩: 0.750
E_LUMO (alpha / beta) (eV): 1.926 / 1.926
HOMO-LUMO gap (alpha / beta) (eV): 1.877 / 9.880
E_HOMO (alpha / beta) (eV): 0.05 / -7.95
Spin multiplicity: 2
Molecular weight (g/mol): 710.9



Q: The highest molecular weight belongs to which entry?
A: C25H54N6O11S3